C13H28O10Zn | ωB97M-V with the def2-TZVPD basis set

Geometry (Å):
1 Zn -0.32425 0.30789 -0.38439
2 O -0.94331 2.10939 -0.40223
3 H -1.47859 2.92350 -0.47459
4 C 0.96395 -3.01468 -0.62009
5 O 0.51743 -1.65266 -0.56825
6 H 1.12047 -3.28855 0.42328
7 H 0.36111 -3.76605 -1.13011
8 H 1.93001 -3.11719 -1.11437
9 C -1.24166 0.92400 3.89537
10 O -1.65370 -0.33158 3.60298
11 C -1.73093 -0.81638 2.42068
12 O -1.35728 -0.30239 1.37681
13 O -2.20476 -2.07929 2.58759
14 C -2.10300 -3.06840 1.54673
15 H -0.17333 0.84681 4.09742
16 H -1.72463 1.29996 4.79729
17 H -1.49918 1.67314 3.14665
18 H -1.94021 -2.66463 0.54745
19 H -2.97024 -3.72760 1.50871
20 H -1.20221 -3.63536 1.78173
21 C -2.30642 2.12386 -3.05212
22 O -3.00154 0.89668 -3.22387
23 C -2.78411 -0.10628 -2.34982
24 O -1.99524 -0.11835 -1.48407
25 O -3.52203 -1.17545 -2.77101
26 C -3.48726 -2.38520 -2.16651
27 H -2.51606 2.80245 -3.87896
28 H -1.22681 1.97371 -3.05040
29 H -2.57034 2.72111 -2.17934
30 H -3.81628 -3.24103 -2.75593
31 H -4.01078 -2.56273 -1.22710
32 H -2.51545 -2.69279 -1.78042
33 C 3.44801 1.33554 -1.44083
34 C 2.09944 1.68179 -2.21245
35 O 1.05446 0.98187 -2.09303
36 C 2.15158 2.79234 -3.31046
37 H 4.22058 0.94143 -2.10107
38 H 3.17154 0.55411 -0.73301
39 H 3.84377 2.13789 -0.81816
40 H 2.48462 3.70020 -2.80749
41 H 1.19680 2.96064 -3.80862
42 H 2.92379 2.63027 -4.06246
43 C 2.84661 1.57993 2.93129
44 C 2.17305 0.47909 2.17488
45 O 1.38774 0.79716 1.20831
46 C 2.38899 -0.98640 2.58411
47 H 3.91783 1.46103 3.09391
48 H 2.37257 1.60135 3.91258
49 H 2.65736 2.47412 2.33738
50 H 3.36886 -1.37807 2.31106
51 H 1.53726 -1.44171 2.07879
52 H 2.16177 -1.15852 3.63618

Computed properties:
HOMO energy ... -6.908 eV
Calculated total energy ... -82824.8544 eV
Energy relative to the best compared isomer or geometry (same formula, charge and spin) ... 317.83 kJ/mol